C4H11ClNOTi3 | wB97M-V/def2-TZVPD

Element x y z (Å)
Ti: -7.199350 -20.885410 -17.084640
Ti: -7.131590 -17.920990 -21.701130
Ti: -4.274630 -19.805210 -19.228760
Cl: -7.137510 -19.258500 -19.333250
O: -7.156670 -19.039770 -15.691670
N: -7.459150 -21.887350 -14.962740
C: -7.778790 -21.131120 -12.648360
C: -6.539400 -17.823230 -15.932950
C: -7.060450 -19.482460 -14.340100
C: -7.880710 -20.761360 -14.112490
H: -6.664180 -22.294010 -14.490780
H: -7.077500 -16.992880 -15.475710
H: -6.015170 -19.733130 -14.159390
H: -7.278030 -18.750450 -13.562330
H: -6.649550 -17.588370 -16.991630
H: -8.058910 -22.640660 -14.657920
H: -8.117530 -20.470500 -11.850270
H: -8.910700 -20.592190 -14.426510
H: -8.177920 -22.109020 -12.379100
H: -5.536290 -17.723960 -15.518190
H: -6.713660 -21.308500 -12.499560

Forces on the atoms, in the same order (eV/Å):
0.1 0.3 -0.2
0.2 -0.6 0.9
-0.4 0.1 -0.1
0.2 0.1 -0.3
-0.8 -1.3 0.6
0.4 -0.1 0.4
0.9 -0.9 0.7
-0.2 2.1 -0.3
0.6 -1.2 0.0
-1.1 1.1 0.3
1.3 0.3 -0.3
-0.4 -0.1 0.5
0.4 -0.1 0.0
-0.6 0.4 -0.4
0.6 -0.4 -0.1
-1.1 -0.3 -0.8
-0.1 0.4 -0.5
-0.2 0.4 0.2
-0.5 -0.1 -0.5
0.3 -0.5 -0.4
0.3 0.3 0.4

Values from the calculation:
Spin multiplicity: 11
Charge: +1
Frontier orbital gap (spin up / spin down): 0.152 / 0.384 Ha

Charges obtained by natural (NBO) population analysis, quoted in units of e: 0.770, 0.871, 0.092, -0.828, -0.591, -0.876, -0.642, -0.266, -0.077, -0.086, 0.379, 0.185, 0.176, 0.211, 0.216, 0.391, 0.248, 0.205, 0.229, 0.187, 0.205

***

C4H11ClO2PS | wB97M-V/def2-TZVPD

Element x y z (Å)
Cl: -0.945973 -0.649031 4.487945
S: 0.013595 0.433720 1.393560
P: 0.698530 0.157028 3.407890
O: 0.345366 0.006105 -2.344294
O: 0.942332 1.763857 4.068362
C: -1.097502 -0.134280 -2.093937
C: 1.214097 -0.253156 0.121736
C: -1.320662 -1.717529 -1.608119
C: 1.047220 0.669685 -1.235074
H: 0.346169 2.411823 3.552033
H: 0.027897 1.842691 1.186464
H: -1.735808 -0.000182 -3.093608
H: 2.129169 0.949682 -1.584528
H: -2.110886 -2.289168 -2.254649
H: 1.062782 -1.413992 -0.103560
H: -0.282818 -2.296218 -1.715317
H: 0.464955 1.643596 -0.947033
H: -1.575601 -1.652909 -0.462765
H: 2.310885 -0.107752 0.532994
H: -1.533747 0.636027 -1.308103

Forces on the atoms, in the same order (eV/Å):
1.0 1.1 -1.3
-1.4 1.0 -1.8
1.4 1.0 3.7
-0.1 1.7 2.3
-2.3 -1.6 -3.2
-1.3 -1.7 -0.5
2.3 -0.3 -0.8
0.7 0.6 0.4
-0.3 0.2 -0.6
1.2 -1.0 1.6
0.3 -1.6 0.1
1.9 0.0 2.1
-2.2 -0.7 0.5
1.4 1.2 1.5
-0.2 2.7 0.8
-2.3 1.3 0.1
1.2 -1.6 -0.6
0.1 -0.6 -2.2
-2.3 -0.3 -0.7
1.1 -1.5 -1.5

Values from the calculation:
Charge: +1
Frontier orbital gap: 0.324 Ha

Charges obtained by natural (NBO) population analysis, quoted in units of e: -0.216, 0.198, 1.033, -0.518, -0.906, -0.101, -0.562, -0.664, -0.076, 0.498, 0.218, 0.232, 0.253, 0.255, 0.316, 0.224, 0.176, 0.196, 0.274, 0.170

***

C4H11F2InNO | wB97M-V/def2-TZVPD

Element x y z (Å)
In: 1.928663 1.146966 -1.079014
F: 3.716813 -0.390614 -1.021134
F: 0.500253 -0.087004 -2.490334
O: 0.977453 -0.756414 -0.167514
N: -0.510507 1.638666 -0.555074
C: -0.471967 0.835626 0.664076
C: -1.800427 1.200636 1.381866
C: -0.329547 -0.662244 0.414616
C: 1.242833 -2.117414 -0.593614
H: 0.302283 1.243766 1.313726
H: 1.421653 -2.811504 0.227586
H: -0.785907 2.607476 -0.479774
H: -1.189557 1.134786 -1.107424
H: -2.633127 0.997516 0.708476
H: 2.092843 -2.091954 -1.275484
H: -1.137147 -1.124254 -0.153224
H: -1.793447 2.257296 1.649286
H: -1.807807 0.621906 2.305506
H: 0.401703 -2.548474 -1.136564
H: -0.125067 -1.094764 1.394016

Forces on the atoms, in the same order (eV/Å):
-1.6 -5.9 -2.1
-2.4 3.0 0.0
1.8 2.0 0.7
-0.1 -0.8 0.0
2.3 -0.7 -0.7
-2.4 1.4 1.7
1.0 -0.6 0.2
2.1 1.7 1.0
0.5 -0.5 -0.8
0.4 -0.5 0.0
0.3 0.5 0.4
0.0 0.1 0.5
0.3 0.2 -1.4
-0.2 -0.2 0.3
-0.1 0.0 0.3
0.2 0.0 -0.2
-0.1 0.0 0.0
-0.6 0.0 0.0
-0.2 0.6 -0.2
-1.1 -0.4 0.2

Values from the calculation:
Charge: +1
Frontier orbital gap: 0.219 Ha
Relative energy (zero: lowest compared OMol25 entry of this formula, charge and spin): 0.0 kJ/mol

Charges obtained by Löwdin population analysis, quoted in units of e: 1.501, -0.417, -0.445, -0.360, 0.079, -0.435, -0.018, -0.134, -0.047, 0.136, 0.109, 0.118, 0.114, 0.100, 0.089, 0.160, 0.092, 0.100, 0.104, 0.154

***

C4H11FN5O2S | wB97M-V/def2-TZVPD

Element x y z (Å)
S: -1.643950 1.543601 0.910416
F: 0.715312 -2.365071 -1.130768
O: -2.954246 1.114029 0.531747
O: -1.271944 2.888613 0.623765
N: 3.330517 -0.602246 -1.670762
N: 0.404193 -1.512591 -0.019327
N: -1.879974 -1.382888 0.389197
N: -0.572604 0.682188 -0.143917
N: 1.386251 0.695285 -1.298374
C: 2.130303 -0.063337 -2.002203
C: -0.778613 -0.795361 -0.303310
C: 0.429251 1.296737 -0.707946
C: -1.121927 0.988710 2.579674
H: -2.645630 -0.798048 0.680776
H: 3.858063 -1.015773 -2.463806
H: 1.771444 -0.334527 -2.972947
H: -1.020778 -0.969402 -1.369893
H: -1.795458 1.415016 3.269115
H: -0.070961 1.227882 2.471001
H: -1.585309 -2.006752 1.043223
H: -1.318572 -0.043449 2.596839
H: 0.377448 -2.122758 0.775256
H: 3.890733 -0.217214 -0.946992
H: 0.366451 2.377356 -0.840764

Forces on the atoms, in the same order (eV/Å):
-0.6 0.6 -1.0
-0.3 0.5 0.9
0.1 -0.1 0.7
0.2 0.2 0.9
-0.7 0.2 -1.9
1.8 0.0 -0.8
-0.7 2.0 -1.2
-1.7 -1.7 2.2
0.8 -0.2 0.0
0.6 -0.2 0.7
-1.4 -1.0 -1.6
1.4 0.7 -2.1
0.1 0.5 -3.0
-0.2 -0.1 -0.3
-0.6 0.4 1.0
-0.2 -0.2 -0.6
0.7 0.6 0.2
-0.2 1.2 1.0
0.1 0.2 1.2
0.6 -2.0 2.3
0.1 -1.5 -0.1
-0.2 -0.6 0.2
0.2 0.2 0.8
0.1 0.0 0.7

Values from the calculation:
SMILES: CS(=O)(=O)N(/C=N\C=[NH2+])[C@H](N)NF
Charge: +1
Frontier orbital gap: 0.378 Ha

Charges obtained by natural (NBO) population analysis, quoted in units of e: 2.280, -0.248, -0.900, -0.906, -0.736, -0.237, -0.829, -0.645, -0.445, 0.400, 0.208, 0.389, -0.799, 0.415, 0.426, 0.214, 0.224, 0.280, 0.254, 0.363, 0.243, 0.368, 0.418, 0.263

***

C4H11INO | wB97M-V/def2-TZVPD

Element x y z (Å)
I: 3.799707 -0.440634 0.049004
O: 0.649623 -1.383445 0.852738
N: -0.645991 0.341715 -0.074534
C: 0.718445 -0.052568 0.525349
C: -1.248295 -0.626896 -1.038232
C: 2.029846 0.455810 -0.738453
C: -1.602145 0.540484 1.103864
H: -0.634979 1.236333 -0.636172
H: -2.066780 -0.090274 -1.307969
H: 1.377751 -1.870780 0.476694
H: -2.073090 1.568291 0.930582
H: -0.470758 -0.736094 -1.748389
H: 2.238627 1.568774 -0.673026
H: 0.783305 0.687691 1.394883
H: -1.080788 0.590471 2.040456
H: -2.380442 -0.316510 1.084440
H: -1.383318 -1.600019 -0.411625
H: 1.989281 0.127645 -1.829603

Forces on the atoms, in the same order (eV/Å):
0.0 -0.1 -0.1
-0.5 1.5 0.2
-0.3 0.8 0.9
1.6 2.1 -2.6
2.6 -2.5 3.5
-0.9 -0.2 1.6
-2.2 0.6 -1.4
0.7 -1.0 1.2
-2.8 0.5 -1.5
0.8 -0.4 -0.3
0.2 -1.6 0.4
0.2 -0.5 -1.3
-0.8 -1.4 0.0
0.6 -1.4 -1.1
0.3 -0.2 0.3
1.3 1.7 0.2
-0.2 1.7 -1.7
-0.7 0.2 1.7

Values from the calculation:
SMILES: C[NH+](C)[C@@H](O)CI
Charge: +1
Frontier orbital gap: 0.358 Ha
Relative energy (zero: lowest compared OMol25 entry of this formula, charge and spin): 228.6 kJ/mol

Charges obtained by natural (NBO) population analysis, quoted in units of e: 0.174, -0.704, -0.392, 0.300, -0.392, -0.640, -0.432, 0.443, 0.218, 0.516, 0.240, 0.223, 0.248, 0.200, 0.240, 0.251, 0.253, 0.252

***

C4H11INP | wB97M-V/def2-TZVPD

Element x y z (Å)
I: -5.604542 0.248033 -0.007643
P: -3.921405 -1.492205 0.053682
N: -0.572177 -1.388419 -0.501770
C: 0.016688 -0.144632 -0.031998
C: -0.234886 -0.114394 1.488510
C: 1.459352 -0.259472 -0.492980
C: -0.764397 1.158120 -0.552521
H: 0.118083 0.784000 1.874773
H: -0.574151 -1.596172 -1.481907
H: 1.647648 -0.738677 -1.514799
H: 1.865085 0.628009 -0.647921
H: -1.865554 1.051322 -0.274643
H: -0.646238 1.160354 -1.689409
H: -0.198326 1.925732 -0.189367
H: 0.407393 -0.828162 1.858120
H: 2.134357 -0.893499 0.165146
H: -1.248433 -0.259247 1.605754
H: -1.506758 -1.544412 -0.265233

Forces on the atoms, in the same order (eV/Å):
0.6 -0.6 0.0
-0.9 0.6 0.0
0.6 -0.9 -0.1
-1.8 0.1 -0.9
1.9 0.2 -2.8
0.1 -4.2 -0.2
-0.5 -4.1 -2.6
0.2 1.9 0.8
0.7 0.5 -0.6
-1.1 0.3 1.2
2.1 4.3 -0.1
1.6 0.6 -0.2
-0.5 0.2 1.3
0.7 2.7 1.2
0.8 -2.1 1.4
-1.0 0.9 -0.4
-2.1 -0.4 0.9
-1.6 0.1 1.0

Values from the calculation:
Frontier orbital gap (spin up / spin down): 0.240 / 0.247 Ha
Relative energy (zero: lowest compared OMol25 entry of this formula, charge and spin): 142.4 kJ/mol

Charges obtained by natural (NBO) population analysis, quoted in units of e: -0.068, 0.064, -0.848, 0.133, -0.600, -0.606, -0.618, 0.201, 0.358, 0.210, 0.196, 0.211, 0.198, 0.200, 0.211, 0.216, 0.203, 0.338

***

C4H11ISi | wB97M-V/def2-TZVPD

Element x y z (Å)
I: -3.224485 0.092798 0.044582
Si: -0.860625 -0.401392 -0.498429
C: 0.422682 1.699830 0.498489
C: 1.089022 -2.398303 0.008122
C: -0.105540 2.900788 -0.220918
C: -0.355123 -2.027678 0.317121
H: -0.745294 -0.382094 -1.950154
H: -1.167196 3.040959 -0.018868
H: -0.491866 -1.962280 1.397901
H: 1.460728 1.469642 0.303565
H: 0.418934 3.804038 0.106151
H: -1.014347 -2.828165 -0.030797
H: 1.767082 -1.614291 0.338593
H: 0.174288 1.657009 1.549783
H: 0.035590 2.811827 -1.297264
H: 1.230302 -2.541933 -1.061644
H: 1.365846 -3.320761 0.513771

Forces on the atoms, in the same order (eV/Å):
0.3 -0.1 -0.1
1.1 2.2 2.1
-1.4 -2.4 -1.2
0.1 0.1 -0.1
-0.1 0.0 -0.1
-0.1 0.1 -0.2
0.1 -0.1 -0.4
0.0 0.0 -0.1
-0.1 0.2 0.0
0.1 -0.1 0.0
0.0 0.1 0.0
-0.1 0.1 0.0
0.1 0.0 0.0
0.0 -0.2 0.1
0.0 0.1 0.0
0.1 0.0 -0.1
0.1 -0.1 0.0

Values from the calculation:
Frontier orbital gap: 0.327 Ha
Relative energy (zero: lowest compared OMol25 entry of this formula, charge and spin): 153.1 kJ/mol

Charges obtained by natural (NBO) population analysis, quoted in units of e: -0.249, 0.968, -0.502, -0.607, -0.659, -0.886, -0.186, 0.214, 0.241, 0.190, 0.208, 0.237, 0.208, 0.194, 0.207, 0.205, 0.215

***

How do the records compare in energy? In the order shown, they have -3297.037609, -1508.850451, -678.471687, -1080.953200, -586.358763, -852.695214, -746.160935 a.u..